Computed, not measured: a structure of composition C19H28N2Sn in a non-equilibrium geometry, with the ωB97M-V functional and the def2-TZVPD basis.

**Net charge**: 0
**Kohn-Sham gap (alpha / beta)**: 5.1696 / 5.1520 eV

XYZ file:
```
50
Properties=species:S:1:pos:R:3:mulliken_charge:R:1
C -1.233 0.576 -4.010 -0.629
C 0.124 0.467 -4.444 -0.394
C 0.938 1.311 -3.614 -0.986
C 0.046 1.918 -2.636 -0.508
C -1.280 1.452 -2.889 -0.366
Sn 0.622 -0.452 -1.460 0.819
N -1.199 -2.381 -1.993 -0.309
C -0.822 -3.503 -2.744 -0.270
C 0.589 -2.970 -2.663 -0.800
H 1.992 1.492 -3.718 0.474
H 0.459 -0.065 -5.324 0.533
H 0.333 2.695 -1.919 0.540
H -2.192 1.778 -2.378 0.372
H -2.082 0.123 -4.500 0.487
H 1.013 -2.467 -3.553 0.396
H -1.160 -3.641 -3.823 0.313
H -2.138 -2.103 -2.322 0.152
H 1.203 -3.377 -1.837 0.338
H -0.999 -4.500 -2.284 0.281
C 2.850 2.227 3.414 -1.649
C 1.641 2.085 2.535 0.690
C 0.841 3.188 2.214 -0.493
C -0.293 3.073 1.396 0.755
C -1.122 4.276 1.052 -1.706
C -0.664 1.813 0.952 -0.241
C 0.053 0.650 1.348 -0.330
C 1.272 0.829 2.066 0.048
N -0.327 -0.553 0.787 -0.360
C -0.370 -1.830 1.524 1.653
C 0.846 -2.693 1.217 -1.385
C -0.468 -1.590 3.027 -1.836
C -1.624 -2.579 1.068 -1.416
H 3.464 3.082 3.106 0.377
H 2.557 2.391 4.462 0.311
H 3.463 1.319 3.371 0.338
H 1.127 4.175 2.588 0.369
H -1.730 4.597 1.911 0.374
H -0.485 5.123 0.767 0.400
H -1.802 4.056 0.220 0.307
H -1.531 1.678 0.299 0.310
H 1.931 -0.031 2.217 0.213
H 1.778 -2.185 1.487 0.194
H 0.784 -3.615 1.809 0.474
H 0.882 -2.988 0.161 0.035
H -1.317 -0.929 3.242 0.375
H -0.595 -2.546 3.550 0.477
H 0.439 -1.113 3.406 0.411
H -1.686 -3.544 1.591 0.410
H -2.507 -1.992 1.354 0.388
H -1.622 -2.725 -0.029 0.064
```